{"formula": "C13H18F6FeN9O4S2", "method": "wB97M-V/def2-TZVPD", "elements": ["Fe", "F", "C", "F", "F", "S", "O", "O", "N", "S", "O", "O", "C", "F", "F", "F", "N", "C", "C", "C", "N", "H", "H", "H", "H", "H", "H", "H", "H", "H", "H", "N", "C", "N", "C", "N", "N", "C", "N", "C", "C", "C", "C", "C", "N", "H", "H", "H", "H", "H", "H", "H", "H"], "positions_angstrom": [[0.087, -0.220, 0.105], [-5.410, -0.247, -1.166], [-4.326, 0.435, -0.898], [-4.632, 1.531, -0.294], [-3.811, 0.743, -2.084], [-3.238, -0.565, 0.343], [-2.021, 0.298, 0.486], [-3.926, -0.715, 1.570], [-3.027, -1.913, -0.475], [-1.802, -2.699, -0.053], [-0.590, -2.134, -0.710], [-1.629, -3.013, 1.346], [-2.106, -4.299, -0.909], [-3.217, -4.839, -0.483], [-2.174, -4.056, -2.226], [-1.061, -5.096, -0.646], [0.127, -1.167, 2.280], [1.098, -2.215, 2.642], [1.996, -2.689, 1.536], [2.839, -1.580, 0.888], [2.105, -0.942, -0.249], [0.272, -0.452, 2.983], [-0.818, -1.484, 2.359], [0.584, -3.085, 3.061], [1.685, -1.850, 3.444], [1.422, -3.212, 0.830], [2.726, -3.418, 1.979], [3.796, -1.984, 0.598], [3.059, -0.820, 1.692], [2.056, -1.665, -0.921], [2.730, -0.206, -0.727], [-0.291, 2.027, 2.771], [0.482, 2.441, 1.746], [1.322, 3.466, 2.009], [2.108, 3.787, 1.019], [3.068, 4.692, 1.246], [1.967, 3.409, -0.295], [1.043, 2.496, -0.407], [0.374, 1.874, 0.536], [0.649, 2.062, -1.782], [0.856, 2.697, -2.939], [0.510, 2.064, -4.139], [-0.202, 0.910, -4.161], [-0.402, 0.290, -2.913], [0.070, 0.802, -1.800], [-0.157, 2.583, 3.609], [-1.186, 1.577, 2.624], [2.949, 5.151, 2.090], [3.652, 5.011, 0.473], [1.255, 3.698, -2.917], [0.818, 2.555, -5.085], [-0.583, 0.498, -5.125], [-1.096, -0.532, -2.861]], "de_lowest_kcal_mol": 5.7, "s_squared": 6.01, "orbital_gap_ha": [0.3335, 0.3171], "fmax_ev_per_a": 3.23, "homo_ev": [-12.3, -12.0], "e_tot_ha": -3959.13934, "multiplicity": 5, "charge": 1}